(1)
Entry from the Open Molecules 2025 dataset: C7H13N in the gas phase (ωB97M-V/def2-TZVPD).

Last columns: bonded neighbours and bond lengths (Å).
Atoms and positions in Å:
1 C -0.48113 2.52588 2.09811  C2 1.507, H9 1.165, H10 1.118, H11 1.107
2 C -0.82045 1.44451 1.10417  C1 1.507, C3 1.331, H12 1.155
3 C -0.31347 1.43922 -0.12631  C2 1.331, C4 1.457, H13 1.197
4 C -0.72375 0.41392 -1.07645  C3 1.457, C5 1.456, H14 1.103, H15 1.109
5 C 0.14340 -0.74533 -0.92300  C4 1.456, C6 1.490, C7 1.329
6 C 1.33267 -0.60583 -1.80973  C5 1.490, H16 1.083, H17 1.110, H18 1.101
7 C -0.09798 -1.62960 0.03960  C5 1.329, N8 1.492, H19 1.111
8 N 0.61722 -2.86458 0.47628  C7 1.492, H20 0.948, H21 1.072
9 H -0.74006 1.97813 3.09264  C1 1.165
10 H -1.23200 3.31885 1.85715  C1 1.118
11 H 0.58980 2.78140 1.97970  C1 1.107
12 H -1.56389 0.63331 1.45563  C2 1.155
13 H 0.65630 2.08983 -0.38785  C3 1.197
14 H -0.61384 0.69184 -2.13775  C4 1.103
15 H -1.79912 0.17780 -0.94238  C4 1.109
16 H 2.15264 -1.29952 -1.94874  C6 1.083
17 H 1.94735 0.24733 -1.45304  C6 1.110
18 H 1.04096 -0.43282 -2.85767  C6 1.101
19 H -1.14079 -1.59987 0.42197  C7 1.111
20 H 1.51637 -2.74581 0.19974  N8 0.948
21 H 0.63001 -2.84500 1.54826  N8 1.072

Properties
Calculated total energy ... -329.17452 Ha
Relative energy (zero: lowest compared OMol25 entry of this formula, charge and spin) ... 60.8 kcal/mol
SMILES ... C/C=C/C/C(C)=C/N

Okay, here come the Mulliken numbers, in e, for every atom: -1.00, -0.05, -0.03, -1.03, 0.76, -1.50, -0.36, -0.61, 0.27, 0.25, 0.32, 0.21, 0.14, 0.40, 0.39, 0.41, 0.29, 0.31, 0.32, 0.27, 0.25

(2)
Entry from the Open Molecules 2025 dataset: 8 unconnected molecules or ions with the total composition C66H141N7O8 (ωB97M-V/def2-TZVPD).

Last columns: bonded neighbours and bond lengths (Å).
Atoms and positions in Å:
1 C -1.75929 3.81968 -2.83110  C2 1.554, H12 1.092, H13 1.092, H14 1.091
2 C -2.56746 3.55434 -4.13108  C1 1.554, C3 1.536, C4 1.534, N10 1.476
3 C -1.61361 3.74082 -5.32103  C2 1.536, H15 1.090, H16 1.091, H17 1.095
4 C -3.12396 2.12610 -4.06446  C2 1.534, C5 1.550, H18 1.095, H19 1.090
5 C -4.07581 1.73484 -5.22393  C4 1.550, C6 1.550, H20 1.092, H21 1.090
6 C -5.23627 2.75822 -5.13599  C5 1.550, C7 1.488, H22 1.096, H23 1.093
7 C -4.89758 4.20405 -5.03436  C6 1.488, C8 1.561, C9 1.543, N10 1.463
8 C -4.60437 4.70509 -6.48292  C7 1.561, H24 1.088, H25 1.091, H26 1.091
9 C -6.13676 4.99428 -4.56567  C7 1.543, H27 1.092, H28 1.089, H29 1.091
10 N -3.70450 4.48981 -4.23670  C2 1.476, C7 1.463, O11 1.375
11 O -3.38104 5.82294 -4.13808  N10 1.375, H30 0.963
12 H -2.30870 3.66589 -1.89991  C1 1.092
13 H -0.94449 3.09414 -2.79294  C1 1.092
14 H -1.30897 4.81162 -2.77920  C1 1.091
15 H -1.81595 3.31361 -6.30372  C3 1.090
16 H -1.39900 4.79744 -5.48454  C3 1.091
17 H -0.68818 3.19661 -5.10746  C3 1.095
18 H -2.31606 1.40971 -4.24434  C4 1.095
19 H -3.46814 1.92405 -3.04997  C4 1.090
20 H -3.71043 1.81672 -6.24980  C5 1.092
21 H -4.54322 0.75039 -5.19361  C5 1.090
22 H -5.81431 2.45235 -4.25695  C6 1.096
23 H -5.91283 2.56237 -5.97114  C6 1.093
24 H -3.78850 4.14937 -6.93981  C8 1.088
25 H -4.34825 5.76479 -6.44219  C8 1.091
26 H -5.55673 4.64820 -7.01212  C8 1.091
27 H -6.49716 4.55377 -3.63316  C9 1.092
28 H -6.94827 5.03988 -5.29078  C9 1.089
29 H -5.90827 6.03310 -4.32357  C9 1.091
30 H -3.25755 5.95500 -3.19227  O11 0.963
31 C 3.39735 1.38434 0.13786  C32 1.565, H42 1.097, H43 1.094, H44 1.093
32 C 3.54579 2.79937 -0.51318  C31 1.565, C33 1.536, C34 1.523, N40 1.458
33 C 3.02592 3.76340 0.56346  C32 1.536, H45 1.094, H46 1.089, H47 1.096
34 C 5.04491 2.93147 -0.74985  C32 1.523, C35 1.544, H48 1.094, H49 1.090
35 C 5.45887 4.11633 -1.64825  C34 1.544, C36 1.530, H50 1.094, H51 1.090
36 C 4.66766 3.98014 -2.95034  C35 1.530, C37 1.565, H52 1.090, H53 1.092
37 C 3.11138 3.90506 -2.80122  C36 1.565, C38 1.551, C39 1.529, N40 1.467
38 C 2.56987 5.34960 -2.63936  C37 1.551, H54 1.089, H55 1.090, H56 1.092
39 C 2.60393 3.41956 -4.15934  C37 1.529, H57 1.091, H58 1.091, H59 1.094
40 N 2.83408 2.88652 -1.78293  C32 1.458, C37 1.467, O41 1.409
41 O 1.48410 2.49329 -1.69127  N40 1.409, H60 0.963
42 H 3.67410 0.52097 -0.48012  C31 1.097
43 H 4.06511 1.10947 0.95984  C31 1.094
44 H 2.42837 1.09110 0.54862  C31 1.093
45 H 3.42246 4.77498 0.43278  C33 1.094
46 H 1.95279 3.70191 0.73716  C33 1.089
47 H 3.45150 3.60850 1.56113  C33 1.096
48 H 5.45276 3.19001 0.23234  C34 1.094
49 H 5.49712 1.97873 -1.02432  C34 1.090
50 H 5.17000 5.04235 -1.14192  C35 1.094
51 H 6.54377 4.20832 -1.69475  C35 1.090
52 H 4.98839 3.08636 -3.48642  C36 1.090
53 H 4.87343 4.89202 -3.51557  C36 1.092
54 H 2.62009 5.87905 -3.58920  C38 1.089
55 H 3.14532 5.86707 -1.87173  C38 1.090
56 H 1.51071 5.32766 -2.37620  C38 1.092
57 H 3.00902 2.48809 -4.55741  C39 1.091
58 H 2.73868 4.19704 -4.91268  C39 1.091
59 H 1.52980 3.21962 -4.22174  C39 1.094
60 H 1.48122 1.67848 -2.20498  O41 0.963
61 C 6.53073 0.87131 5.31667  C62 1.548, H72 1.096, H73 1.086, H74 1.093
62 C 5.56276 -0.12557 4.63530  C61 1.548, C63 1.518, C64 1.580, N70 1.450
63 C 5.90477 -0.10601 3.15655  C62 1.518, H75 1.087, H76 1.096, H77 1.096
64 C 5.97978 -1.49509 5.30492  C62 1.580, C65 1.520, H78 1.093, H79 1.091
65 C 5.01227 -2.59020 4.88802  C64 1.520, C66 1.547, H80 1.091, H81 1.090
66 C 3.61772 -2.19740 5.43038  C65 1.547, C67 1.558, H82 1.091, H83 1.096
67 C 3.06292 -0.82421 4.94550  C66 1.558, C68 1.551, C69 1.553, N70 1.458
68 C 2.35503 -1.01801 3.57947  C67 1.551, H84 1.091, H85 1.090, H86 1.090
69 C 2.09145 -0.47046 6.10436  C67 1.553, H87 1.092, H88 1.095, H89 1.089
70 N 4.16789 0.12655 4.94280  C62 1.450, C67 1.458, O71 1.410
71 O 3.76489 1.42322 4.56349  N70 1.410, H90 0.963
72 H 6.05502 1.21963 6.24023  C61 1.096
73 H 7.52471 0.52178 5.58176  C61 1.086
74 H 6.53777 1.79038 4.72532  C61 1.093
75 H 6.94467 -0.28822 2.89773  C63 1.087
76 H 5.12696 -0.66903 2.62796  C63 1.096
77 H 5.60350 0.83230 2.67737  C63 1.096
78 H 6.95441 -1.74904 4.87918  C64 1.093
79 H 6.12319 -1.51102 6.38605  C64 1.091
80 H 4.97907 -2.59623 3.79766  C65 1.091
81 H 5.44150 -3.49845 5.31146  C65 1.090
82 H 3.57594 -2.37077 6.50632  C66 1.091
83 H 2.90370 -2.97386 5.13409  C66 1.096
84 H 2.90390 -1.55176 2.80223  C68 1.091
85 H 2.03598 -0.07943 3.12558  C68 1.090
86 H 1.49480 -1.62663 3.85863  C68 1.090
87 H 1.03528 -0.67616 5.91781  C69 1.092
88 H 2.09444 0.60463 6.31190  C69 1.095
89 H 2.31045 -0.84694 7.10291  C69 1.089
90 H 4.09532 1.94035 5.30595  O71 0.963
91 C -1.66264 -3.95058 3.12204  C92 1.506, H102 1.090, H103 1.094, H104 1.087
92 C -0.41021 -4.75178 3.36092  C91 1.506, C93 1.536, C94 1.569, N100 1.484
93 C 0.74648 -4.23386 2.49321  C92 1.536, H105 1.087, H106 1.090, H107 1.092
94 C 0.10550 -4.50204 4.82179  C92 1.569, C95 1.539, H108 1.089, H109 1.094
95 C -0.79793 -5.24041 5.82471  C94 1.539, C96 1.527, H110 1.093, H111 1.093
96 C -0.77616 -6.74003 5.53728  C95 1.527, C97 1.507, H112 1.093, H113 1.092
97 C -1.25481 -7.05926 4.14391  C96 1.507, C98 1.557, C99 1.513, N100 1.466
98 C -0.74686 -8.51184 3.90660  C97 1.557, H114 1.094, H115 1.090, H116 1.092
99 C -2.76775 -7.06605 4.12837  C97 1.513, H117 1.091, H118 1.097, H119 1.089
100 N -0.59104 -6.20976 3.15030  C92 1.484, C97 1.466, O101 1.360
101 O -0.83374 -6.52247 1.84940  N100 1.360, H120 0.964
102 H -1.58005 -2.89226 3.37091  C91 1.090
103 H -1.79357 -3.97981 2.03635  C91 1.094
104 H -2.53819 -4.39191 3.59092  C91 1.087
105 H 0.77491 -3.14743 2.52632  C93 1.087
106 H 1.65162 -4.69350 2.89027  C93 1.090
107 H 0.66953 -4.51657 1.44112  C93 1.092
108 H 1.17104 -4.64324 4.99890  C94 1.089
109 H -0.06286 -3.42990 4.95902  C94 1.094
110 H -0.48920 -5.11099 6.86518  C95 1.093
111 H -1.82349 -4.86387 5.84299  C95 1.093
112 H -1.45605 -7.17172 6.27580  C96 1.093
113 H 0.20535 -7.06017 5.89441  C96 1.092
114 H -1.18695 -9.29374 4.53286  C98 1.094
115 H 0.29932 -8.60219 4.19895  C98 1.090
116 H -1.02396 -8.85494 2.90797  C98 1.092
117 H -3.23361 -7.79729 4.79017  C99 1.091
118 H -3.09405 -7.46001 3.15823  C99 1.097
119 H -3.29487 -6.11561 4.19066  C99 1.089
120 H -0.08725 -7.10033 1.65370  O101 0.964
121 C 2.08712 0.87852 -6.45792  C122 1.562, H132 1.091, H133 1.093, H134 1.091
122 C 1.21064 0.16191 -7.53478  C121 1.562, C123 1.536, C124 1.526, N130 1.469
123 C 1.15169 1.05796 -8.78131  C122 1.536, H135 1.088, H136 1.091, H137 1.093
124 C 1.83914 -1.17797 -7.90656  C122 1.526, C125 1.535, H138 1.091, H139 1.091
125 C 1.73222 -2.14047 -6.71588  C124 1.535, C126 1.506, H140 1.094, H141 1.091
126 C 0.27750 -2.47719 -6.52080  C125 1.506, C127 1.588, H142 1.092, H143 1.091
127 C -0.55482 -1.16030 -6.21337  C126 1.588, C128 1.521, C129 1.563, N130 1.468
128 C -2.01881 -1.54232 -6.37293  C127 1.521, H144 1.090, H145 1.091, H146 1.093
129 C -0.26518 -0.79331 -4.72216  C127 1.563, H147 1.091, H148 1.091, H149 1.090
130 N -0.17798 -0.06237 -7.11252  C122 1.469, C127 1.468, O131 1.396
131 O -0.97378 1.06923 -6.92784  N130 1.396, H150 0.963
132 H 1.71371 0.61661 -5.46674  C121 1.091
133 H 3.15170 0.69151 -6.29834  C121 1.093
134 H 1.99666 1.96424 -6.51106  C121 1.091
135 H 0.38882 0.80475 -9.51494  C123 1.088
136 H 1.05961 2.09113 -8.44299  C123 1.091
137 H 2.12114 1.07506 -9.28612  C123 1.093
138 H 1.37090 -1.62831 -8.78302  C124 1.091
139 H 2.89693 -1.03681 -8.13376  C124 1.091
140 H 2.34852 -3.01447 -6.94792  C125 1.094
141 H 2.20544 -1.81185 -5.78907  C125 1.091
142 H 0.22175 -3.14326 -5.65750  C126 1.092
143 H -0.22067 -2.94664 -7.37016  C126 1.091
144 H -2.67679 -0.73944 -6.03986  C128 1.090
145 H -2.23502 -2.45386 -5.81409  C128 1.091
146 H -2.20716 -1.83710 -7.40835  C128 1.093
147 H -0.58861 0.22964 -4.52167  C129 1.091
148 H 0.79895 -0.80630 -4.48270  C129 1.091
149 H -0.71344 -1.47424 -3.99792  C129 1.090
150 H -1.68501 0.78580 -7.51262  O131 0.963
151 C 0.30929 4.37159 3.25375  C152 1.540, H162 1.091, H163 1.092, H164 1.097
152 C 0.01973 4.29981 4.76433  C151 1.540, C153 1.536, C154 1.534, N160 1.469
153 C -1.06142 3.24761 5.05159  C152 1.536, H165 1.091, H166 1.094, H167 1.088
154 C 1.33890 3.71808 5.28798  C152 1.534, C155 1.531, H168 1.091, H169 1.091
155 C 1.51312 3.83963 6.80406  C154 1.531, C156 1.509, H170 1.092, H171 1.094
156 C 1.44856 5.32642 7.05171  C155 1.509, C157 1.592, H172 1.092, H173 1.095
157 C 0.06249 6.01447 6.67885  C156 1.592, C158 1.559, C159 1.576, N160 1.486
158 C -1.02471 5.61703 7.72342  C157 1.559, H174 1.089, H175 1.093, H176 1.091
159 C 0.43723 7.54256 6.77628  C157 1.576, H177 1.093, H178 1.085, H179 1.092
160 N -0.17091 5.67225 5.25214  C152 1.469, C157 1.486, O161 1.407
161 O -1.36632 6.26140 4.80086  N160 1.407, H180 0.962
162 H 0.80170 5.27476 2.89149  C151 1.091
163 H 0.85893 3.49862 2.89424  C151 1.092
164 H -0.56205 4.31749 2.59025  C151 1.097
165 H -1.15490 3.06218 6.12314  C153 1.091
166 H -2.01833 3.71771 4.80495  C153 1.094
167 H -0.98329 2.32848 4.47486  C153 1.088
168 H 1.37051 2.64109 5.11880  C154 1.091
169 H 2.14773 4.25456 4.79059  C154 1.091
170 H 0.83069 3.26667 7.43594  C155 1.092
171 H 2.48628 3.42878 7.08797  C155 1.094
172 H 2.28869 5.79389 6.53307  C156 1.092
173 H 1.76590 5.48673 8.08789  C156 1.095
174 H -0.73489 4.97691 8.55509  C158 1.089
175 H -1.92859 5.13068 7.34896  C158 1.093
176 H -1.41580 6.58990 8.02353  C158 1.091
177 H -0.21143 8.19151 6.18304  C159 1.093
178 H 1.49356 7.64875 6.55356  C159 1.085
179 H 0.13264 7.90185 7.76116  C159 1.092
180 H -1.13228 7.05647 4.31262  O161 0.962
181 C -3.77333 -7.23325 -0.15128  C182 1.570, H192 1.087, H193 1.088, H194 1.095
182 C -3.80177 -6.34807 -1.44822  C181 1.570, C183 1.536, C184 1.567, N190 1.460
183 C -3.27709 -7.12457 -2.66551  C182 1.536, H195 1.090, H196 1.090, H197 1.093
184 C -5.30716 -5.97707 -1.67424  C182 1.567, C185 1.522, H198 1.092, H199 1.091
185 C -5.41660 -4.72998 -2.54001  C184 1.522, C186 1.540, H200 1.090, H201 1.092
186 C -4.65527 -3.60906 -1.80893  C185 1.540, C187 1.540, H202 1.090, H203 1.093
187 C -3.14212 -3.87621 -1.71222  C186 1.540, C188 1.518, C189 1.567, N190 1.471
188 C -2.31105 -3.60571 -2.95326  C187 1.518, H204 1.092, H205 1.088, H206 1.094
189 C -2.61463 -2.85677 -0.64540  C187 1.567, H207 1.095, H208 1.090, H209 1.090
190 N -2.90504 -5.22752 -1.18246  C182 1.460, C187 1.471, O191 1.418
191 O -1.53298 -5.52531 -0.98546  N190 1.418, H210 0.965
192 H -2.77549 -7.66001 -0.09158  C181 1.087
193 H -4.28996 -6.63687 0.59722  C181 1.088
194 H -4.47785 -8.04648 -0.35466  C181 1.095
195 H -3.00317 -6.54289 -3.54525  C183 1.090
196 H -2.43407 -7.70393 -2.28783  C183 1.090
197 H -4.03187 -7.80453 -3.06896  C183 1.093
198 H -5.86970 -6.72694 -2.23472  C184 1.092
199 H -5.81879 -5.91129 -0.71305  C184 1.091
200 H -4.98098 -4.75874 -3.53891  C185 1.090
201 H -6.47926 -4.48377 -2.58368  C185 1.092
202 H -5.02929 -3.44517 -0.79809  C186 1.090
203 H -4.73048 -2.68809 -2.39182  C186 1.093
204 H -2.57560 -4.26200 -3.78540  C188 1.092
205 H -1.24050 -3.61512 -2.76103  C188 1.088
206 H -2.57486 -2.60560 -3.31098  C188 1.094
207 H -2.93101 -3.15513 0.35904  C189 1.095
208 H -3.04261 -1.85909 -0.74234  C189 1.090
209 H -1.53047 -2.88890 -0.54229  C189 1.090
210 H -1.45483 -5.56372 -0.02441  O191 0.965
211 C -1.31726 0.54695 -0.73848  C212 1.556, H215 1.091, H216 1.090, H217 1.091
212 C -1.45689 0.12040 0.75165  C211 1.556, C213 1.548, O214 1.406, H218 1.090
213 C -0.24723 -0.75842 1.15402  C212 1.548, H219 1.093, H220 1.090, H221 1.092
214 O -1.35492 1.26458 1.56286  C212 1.406, H222 0.961
215 H -1.36681 -0.33201 -1.38304  C211 1.091
216 H -0.38563 1.09400 -0.88011  C211 1.090
217 H -2.20268 1.12862 -1.00088  C211 1.091
218 H -2.45638 -0.26221 0.95676  C212 1.090
219 H 0.70877 -0.36087 0.80438  C213 1.093
220 H -0.31092 -1.81643 0.89954  C213 1.090
221 H -0.07687 -0.71725 2.23214  C213 1.092
222 H -0.89372 1.97431 1.10717  O214 0.961

Properties
Calculated total energy ... -3584.04649 Ha
Relative energy (zero: lowest compared OMol25 entry of this formula, charge and spin) ... 109.3 kcal/mol
SMILES ... CC1(C)CCCC(C)(C)N1O.CC1(C)CCCC(C)(C)N1O.CC1(C)CCCC(C)(C)N1O.CC1(C)CCCC(C)(C)N1O.CC1(C)CCCC(C)(C)N1O.CC1(C)CCCC(C)(C)N1O.CC1(C)CCCC(C)(C)N1O.CC(C)O

Mulliken population analysis, charges in e, atoms 1 to 99: -2.03, 2.08, -1.35, 0.26, -0.75, -1.73, 1.50, -1.77, -1.88, 0.58, -0.50, 0.39, 0.13, 0.66, 0.06, 0.53, -0.21, -0.98, 0.77, 0.08, 0.62, 0.40, 0.52, 0.31, 0.36, 0.50, 0.42, 0.36, 0.38, 0.37, -1.83, 2.29, -1.76, -1.33, -0.96, -1.26, 1.93, -1.70, -2.15, 0.12, 0.16, 0.66, 0.08, -0.16, 0.42, 0.24, 0.35, 0.42, 0.46, 0.33, 0.44, 0.36, 0.48, 0.51, 0.39, 0.15, 0.43, 0.50, 0.05, 0.17, -1.94, 1.64, -1.65, -1.44, -0.93, -0.82, 1.68, -0.96, -1.54, 0.13, -0.11, 0.42, 0.37, 0.37, 0.49, 0.34, 0.21, 0.54, 0.40, 0.31, 0.46, 0.71, -0.49, 0.55, 0.28, -0.17, 0.31, 0.05, 0.49, 0.26, -1.42, 1.72, -1.19, -0.55, -1.10, -1.37, 1.71, -1.94, -1.54

Number 1: highest occupied orbital energy -8.073 eV, strongest force on any atom 4.83 eV Å⁻¹, orbital gap 0.3328 hartree. Number 2: highest occupied orbital energy -7.496 eV, strongest force on any atom 3.49 eV Å⁻¹, orbital gap 0.2952 hartree.